No. 1
The following is a quantum chemistry calculation of C16H19F6N9O2SbTi as an isolated structure, from the OMol25 dataset.

Net charge: +2
Orbital gap (alpha / beta), eV: 7.30 / 7.13
Molar mass, g mol⁻¹: 653.004
LUMO level (alpha / beta), eV: -6.97 / -7.20
ΔE to the lowest compared entry with this formula, charge and spin, kcal/mol: 28.5
2S+1: 2
Expectation value of S²: 0.7524
DFT total energy, a.u.: -2952.96390

Structure (XYZ):
```
54
C16H19F6N9O2SbTi | the OMol25 dataset | the ωB97M-V functional and the def2-TZVPD basis
Ti 0.04 -0.03 -0.30
N -3.73 -0.86 -0.53
N -3.32 -2.01 -1.26
C -2.16 -2.60 -1.19
N -1.98 -3.81 -1.71
N -1.19 -1.93 -0.43
N 0.07 -2.34 -0.59
O 0.51 -3.12 -1.38
O 0.86 -1.72 0.25
H -4.12 -0.23 -1.23
H -2.88 -0.40 -0.23
H -4.10 -2.51 -1.67
H -2.75 -4.29 -2.15
H -1.06 -4.19 -1.84
C 2.44 -0.94 -3.95
C 3.68 -0.46 -3.57
C 3.80 0.24 -2.37
C 2.68 0.41 -1.59
N 1.48 -0.10 -1.93
C 1.37 -0.75 -3.10
C 2.67 1.27 -0.35
C 3.73 2.07 0.01
C 3.56 2.94 1.09
C 2.35 2.99 1.75
C 1.34 2.15 1.34
N 1.51 1.29 0.32
H 2.30 -1.46 -4.88
H 4.55 -0.60 -4.19
H 4.76 0.64 -2.07
H 0.37 -1.10 -3.35
H 4.66 2.06 -0.53
H 4.38 3.58 1.39
H 2.18 3.68 2.57
H 0.37 2.15 1.82
N -1.99 -0.53 5.77
C -1.56 -0.39 4.51
C -0.28 -0.81 4.11
C 0.10 -0.66 2.80
N -0.68 -0.12 1.84
C -1.90 0.29 2.24
C -2.38 0.18 3.51
H -1.40 -0.93 6.48
H -2.90 -0.22 6.05
H 0.41 -1.25 4.81
H 1.09 -0.99 2.50
H -2.52 0.77 1.49
H -3.37 0.53 3.74
F -1.33 1.56 -0.24
Sb -1.62 2.15 -2.12
F 0.23 2.40 -2.10
F -1.23 0.22 -2.10
F -1.94 3.87 -1.57
F -3.40 1.69 -1.93
F -1.68 2.21 -3.95
```

No. 2
The following is a quantum chemistry calculation of C16H19N3O3 in the gas phase, from the OMol25 dataset.

Structure (SMILES): O=C(O)[C@H](Cc1c[nH]c2ccccc12)NC(=O)[C@@H]1CCCN1
Orbital gap, eV: 8.61
Molar mass, g mol⁻¹: 301.346
LUMO level, eV: 0.45
ΔE to the lowest compared entry with this formula, charge and spin, kcal/mol: 89.5
DFT total energy, a.u.: -1011.03270

Structure (XYZ):
```
41
C16H19N3O3 | the OMol25 dataset | the ωB97M-V functional and the def2-TZVPD basis
O 0.18 -2.21 1.94
C 0.88 -2.30 0.92
O 2.04 -2.97 0.85
C 0.58 -1.95 -0.46
C 1.29 -0.75 -1.05
C 1.50 0.53 -0.41
C 0.88 1.66 -0.91
N 1.16 2.80 -0.24
C 2.02 2.37 0.80
C 2.58 3.13 1.83
C 3.34 2.50 2.79
C 3.67 1.14 2.61
C 3.10 0.37 1.60
C 2.30 1.03 0.68
N -0.89 -1.89 -0.58
C -1.78 -2.27 -1.46
O -1.56 -3.11 -2.36
C -3.02 -1.44 -1.28
C -2.84 -0.01 -1.86
C -2.58 0.86 -0.58
C -3.65 0.11 0.29
N -3.27 -1.29 0.12
H 2.34 -2.98 -0.08
H 0.81 -2.86 -1.15
H 2.16 -1.19 -1.49
H 0.83 -0.54 -2.05
H 0.45 1.70 -1.88
H 0.97 3.67 -0.72
H 2.37 4.20 1.84
H 3.86 3.10 3.55
H 4.42 0.69 3.27
H 3.22 -0.70 1.45
H -1.15 -1.20 0.10
H -3.93 -1.95 -1.77
H -3.76 0.30 -2.45
H -1.92 0.01 -2.56
H -1.56 0.84 -0.16
H -2.81 2.03 -0.74
H -4.63 0.22 -0.23
H -3.70 0.28 1.39
H -3.92 -1.93 0.42
```

No. 3
The following is a quantum chemistry calculation of C16H19N3O3 in the gas phase, from the OMol25 dataset.

Structure (SMILES): CC(=O)O/N=C/c1c(N2CCOCC2)n(C)c2ccccc12
Orbital gap, eV: 8.13
Molar mass, g mol⁻¹: 301.346
LUMO level, eV: 0.69
ΔE to the lowest compared entry with this formula, charge and spin, kcal/mol: 96.0
DFT total energy, a.u.: -1011.02233

Structure (XYZ):
```
41
C16H19N3O3 | the OMol25 dataset | the ωB97M-V functional and the def2-TZVPD basis
C -0.88 3.98 -4.21
C -0.42 3.00 -3.16
O 0.05 1.91 -3.38
O -0.57 3.54 -1.95
N -0.07 2.87 -0.82
C -0.46 1.67 -0.65
C -0.01 0.87 0.43
C -0.26 -0.49 0.57
N -0.92 -1.26 -0.36
C -0.36 -1.43 -1.69
C 0.51 -2.70 -1.72
O 0.12 -3.62 -0.71
C -1.28 -3.69 -0.56
C -1.81 -2.35 0.00
N 0.27 -0.94 1.75
C 0.39 -2.30 2.21
C 0.84 0.13 2.41
C 1.46 0.19 3.65
C 1.96 1.41 4.06
C 1.84 2.55 3.26
C 1.22 2.50 2.03
C 0.71 1.28 1.60
H -1.62 4.65 -3.80
H -1.29 3.43 -5.06
H -0.03 4.55 -4.55
H -1.16 1.19 -1.34
H -1.20 -1.52 -2.39
H 0.23 -0.56 -1.96
H 1.55 -2.47 -1.51
H 0.44 -3.18 -2.71
H -1.47 -4.51 0.14
H -1.75 -3.92 -1.52
H -2.80 -2.14 -0.44
H -1.93 -2.38 1.08
H 0.43 -2.98 1.35
H -0.43 -2.58 2.87
H 1.33 -2.40 2.76
H 1.56 -0.68 4.28
H 2.46 1.49 5.01
H 2.25 3.48 3.62
H 1.11 3.37 1.41
```

No. 4
The following is a quantum chemistry calculation of C16H19N3O3S2 in the gas phase, from the OMol25 dataset.

Structure (SMILES): Cc1csc(NC(=O)[C@@H]2CCCCN2S(=O)(=O)c2ccccc2)n1
Orbital gap, eV: 8.58
Molar mass, g mol⁻¹: 365.480
LUMO level, eV: 0.49
ΔE to the lowest compared entry with this formula, charge and spin, kcal/mol: 10.0
DFT total energy, a.u.: -1807.48561

Structure (XYZ):
```
43
C16H19N3O3S2 | the OMol25 dataset | the ωB97M-V functional and the def2-TZVPD basis
C -6.42 0.27 1.60
C -5.26 0.55 0.71
C -5.19 1.50 -0.26
S -3.65 1.48 -1.05
C -3.22 0.17 0.00
N -1.99 -0.43 -0.08
C -1.02 0.05 -0.90
O -1.21 0.92 -1.72
C 0.31 -0.68 -0.77
C 0.27 -2.02 -1.50
C 1.67 -2.66 -1.50
C 2.46 -2.28 -0.24
C 1.50 -2.02 0.92
N 0.62 -0.90 0.63
S 0.89 0.53 1.48
O -0.30 1.31 1.32
O 1.30 0.16 2.80
C 2.24 1.35 0.63
C 1.95 2.22 -0.40
C 3.00 2.81 -1.09
C 4.31 2.52 -0.74
C 4.58 1.65 0.31
C 3.54 1.06 1.00
N -4.13 -0.21 0.84
H -7.25 0.94 1.37
H -6.13 0.40 2.64
H -6.75 -0.76 1.47
H -5.94 2.20 -0.54
H -1.74 -1.06 0.67
H 1.07 -0.04 -1.25
H -0.07 -1.86 -2.52
H -0.45 -2.67 -1.00
H 1.56 -3.75 -1.55
H 2.22 -2.35 -2.38
H 3.15 -3.07 0.03
H 3.04 -1.37 -0.42
H 2.02 -1.78 1.84
H 0.89 -2.91 1.10
H 0.92 2.43 -0.65
H 2.79 3.49 -1.90
H 5.12 2.98 -1.28
H 5.60 1.44 0.58
H 3.71 0.39 1.82
```

No. 5
The following is a quantum chemistry calculation of C16H19N3O5S in the gas phase, from the OMol25 dataset.

Structure (SMILES): COc1ccc(OC)c(-c2nnc(SCC(=O)N3CCOCC3)o2)c1
Orbital gap, eV: 8.43
Molar mass, g mol⁻¹: 365.411
LUMO level, eV: 0.44
ΔE to the lowest compared entry with this formula, charge and spin, kcal/mol: 57.3
DFT total energy, a.u.: -1559.70618

Structure (XYZ):
```
44
C16H19N3O5S | the OMol25 dataset | the ωB97M-V functional and the def2-TZVPD basis
C 2.00 5.34 -0.59
O 2.36 4.52 0.49
C 1.60 3.43 0.75
C 1.98 2.66 1.85
C 1.26 1.54 2.22
C 0.15 1.13 1.49
O -0.63 0.05 1.81
C -0.47 -0.51 3.09
C -0.22 1.89 0.37
C -1.36 1.55 -0.46
N -1.99 2.37 -1.25
N -2.96 1.68 -1.87
C -2.87 0.47 -1.43
S -3.86 -0.87 -1.89
C -2.74 -2.20 -1.35
C -1.37 -2.02 -2.00
O -1.18 -1.18 -2.86
N -0.40 -2.86 -1.58
C -0.47 -3.78 -0.47
C 0.25 -3.14 0.73
O 1.59 -2.85 0.41
C 1.67 -1.97 -0.70
C 0.98 -2.56 -1.93
O -1.89 0.31 -0.52
C 0.50 3.03 0.01
H 2.73 6.15 -0.60
H 0.99 5.75 -0.47
H 2.06 4.80 -1.54
H 2.84 2.96 2.42
H 1.59 0.97 3.08
H -1.29 -1.21 3.21
H -0.53 0.26 3.87
H 0.48 -1.05 3.19
H -2.67 -2.16 -0.26
H -3.21 -3.13 -1.66
H -1.50 -4.03 -0.22
H 0.06 -4.70 -0.76
H 0.28 -3.83 1.58
H -0.28 -2.22 1.01
H 2.73 -1.81 -0.88
H 1.20 -1.01 -0.44
H 0.98 -1.84 -2.75
H 1.48 -3.48 -2.24
H 0.15 3.58 -0.85
```

No. 6
The following is a quantum chemistry calculation of C16H19N5O2S2 in the gas phase, from the OMol25 dataset.

Structure (SMILES): Cc1nc2sc([C@@H](c3cccs3)N3CCC(C(N)=O)CC3)c(O)n2n1
Orbital gap, eV: 8.73
Molar mass, g mol⁻¹: 377.495
LUMO level, eV: 0.63
ΔE to the lowest compared entry with this formula, charge and spin, kcal/mol: 24.8
DFT total energy, a.u.: -1841.74671

Structure (XYZ):
```
44
C16H19N5O2S2 | the OMol25 dataset | the ωB97M-V functional and the def2-TZVPD basis
C 6.25 -2.54 2.73
C 4.98 -2.04 2.16
N 4.10 -1.31 2.88
C 3.13 -1.07 2.02
S 1.62 -0.27 1.94
C 1.44 -0.74 0.25
C 0.27 -0.36 -0.62
C -0.94 -1.17 -0.24
C -1.42 -1.52 0.99
C -2.61 -2.28 0.93
C -3.01 -2.52 -0.34
S -1.95 -1.82 -1.50
N 0.11 1.08 -0.62
C -0.66 1.69 0.44
C -2.17 1.77 0.17
C -2.43 2.47 -1.18
C -3.92 2.38 -1.46
N -4.62 3.49 -1.11
O -4.46 1.41 -1.93
C -1.63 1.76 -2.27
C -0.15 1.72 -1.90
C 2.51 -1.47 -0.17
O 2.71 -1.99 -1.40
N 3.43 -1.64 0.82
N 4.62 -2.26 0.90
H 6.04 -3.19 3.58
H 6.80 -3.09 1.97
H 6.85 -1.70 3.08
H 0.56 -0.65 -1.63
H -0.95 -1.23 1.91
H -3.13 -2.63 1.80
H -3.88 -3.06 -0.68
H -0.27 2.71 0.58
H -0.48 1.14 1.37
H -2.65 2.32 0.98
H -2.60 0.77 0.13
H -2.12 3.51 -1.11
H -4.19 4.30 -0.70
H -5.62 3.49 -1.23
H -2.03 0.75 -2.40
H -1.75 2.29 -3.22
H 0.23 2.74 -1.82
H 0.42 1.20 -2.67
H 3.56 -2.45 -1.40
```